(1)
Here is 2 unconnected molecules or ions with the total composition C5H9F5P from the OMol25 dataset. Energies are from wB97M-V/def2-TZVPD.

Structure (XYZ):
```
20
Properties=species:S:1:pos:R:3:mulliken_charge:R:1
C 0.07626 -2.07616 0.20284 -0.922
C -2.26934 -0.21947 0.88277 -1.012
C 0.42712 0.00296 2.29480 -1.094
C 0.97603 1.97582 -2.11910 0.981
C 1.18374 0.49926 -2.09689 0.174
F 0.24776 2.43617 -3.10335 -0.187
F 2.06960 2.73033 -1.94014 -0.202
F 0.17395 2.39631 -0.90516 -0.306
F 0.46156 -0.20440 -2.93596 -0.185
F 2.36456 0.06316 -1.78537 -0.182
P -0.41199 -0.45939 0.69735 0.662
H -0.18109 -2.25081 -0.90247 0.326
H -0.20668 -2.96855 0.77842 0.373
H 1.15531 -1.93526 0.07640 0.344
H -2.77578 -0.16463 -0.14869 0.322
H -2.40380 0.74678 1.39602 0.361
H -2.63121 -0.89956 1.59366 0.416
H 1.34904 -0.48670 2.56538 0.396
H -0.13389 -0.22338 3.27934 0.364
H 0.52885 1.03752 2.17015 0.372
```

- lowest unoccupied orbital energy (alpha / beta) (eV) = -6.99 / -4.83
- HOMO (alpha / beta) (eV) = -13.5770 / -14.5420
- total charge = +1
- relative energy (zero: lowest compared OMol25 entry of this formula, charge and spin) (kcal/mol) = 82.3



(2)
Here is a molecular structure, C5H9F6NO8PS4Zn from the OMol25 dataset. Energies are from wB97M-V/def2-TZVPD.

Structure (XYZ):
```
35
Properties=species:S:1:pos:R:3:mulliken_charge:R:1
Zn 7.27382 4.02953 5.72446 0.453
F 12.45715 5.90656 7.43818 -0.214
C 11.80411 4.88564 6.87893 0.437
F 11.91484 3.83812 7.70423 -0.216
F 12.47685 4.59359 5.72720 -0.215
S 10.06109 5.41983 6.50991 1.155
O 9.40116 4.24482 5.91076 -0.582
O 10.25416 6.52184 5.61804 -0.632
N 9.61434 5.87999 7.94075 -0.278
S 8.31481 5.32441 8.66100 1.056
O 7.44920 6.39298 9.04337 -0.690
O 7.65420 4.15731 8.08927 -0.587
C 9.05403 4.73395 10.31163 0.432
F 9.59270 5.77606 10.97156 -0.224
F 8.08989 4.20007 11.07736 -0.208
F 10.03044 3.82396 10.22835 -0.219
O 5.33964 3.32433 5.91307 -0.593
S 4.77520 3.83849 4.58969 1.187
O 4.29761 5.21335 4.74229 -0.597
O 3.88726 2.87908 3.96132 -0.634
S 6.60916 3.92165 3.49285 -0.558
C 6.36262 7.81695 4.21374 -1.104
P 6.63512 7.41130 5.95976 1.057
C 7.80655 8.62799 6.62948 -1.043
C 5.04427 7.62285 6.82301 -1.074
O 7.22175 6.03399 6.17145 -0.099
H 5.98348 8.83355 4.14322 0.421
H 5.66469 7.08680 3.79115 0.267
H 7.33901 7.71232 3.72865 0.303
H 7.25195 9.56770 6.74189 0.433
H 8.65467 8.77887 5.96420 0.312
H 8.19097 8.28070 7.60129 0.262
H 4.65994 8.58870 6.58356 0.444
H 5.22727 7.43762 7.88470 0.257
H 4.34652 6.86953 6.44804 0.289
```

- lowest unoccupied orbital energy (eV) = 2.64
- HOMO (eV) = -5.2915
- total charge = -1
- relative energy (zero: lowest compared OMol25 entry of this formula, charge and spin) (kcal/mol) = 0.0



(3)
Here is a single C5H9FN2 molecule from the OMol25 dataset. Energies are from wB97M-V/def2-TZVPD.

Structure (XYZ):
```
17
Properties=species:S:1:pos:R:3:mulliken_charge:R:1
C -1.84701 -1.59331 -1.33675 -0.862
C -1.99630 -0.47102 -0.26608 -0.488
C 0.09132 1.04874 -0.39532 -0.743
C 1.39025 1.22550 0.36063 0.325
C 1.12758 0.05266 1.30168 -0.458
H -2.81954 -1.92112 -2.04854 0.282
H -0.88081 -1.51388 -2.02931 0.233
H -1.51534 -2.41478 -0.62843 0.274
H -2.58694 0.37292 -1.02292 0.231
H -2.85491 -0.62877 0.46582 0.332
H -0.33209 1.95887 -0.76499 0.345
H 0.27122 0.47834 -1.27942 0.297
H 1.84949 2.26665 0.39269 0.344
H 1.74095 -0.27145 2.07175 0.504
N -0.86800 0.16397 0.39377 0.348
N -0.06000 -0.61838 1.20118 -0.620
F 2.33655 0.36429 -0.47848 -0.345
```

- lowest unoccupied orbital energy (eV) = 0.91
- HOMO (eV) = -8.4409
- SMILES string = CCN1C[C@H](F)C=N1
- relative energy (zero: lowest compared OMol25 entry of this formula, charge and spin) (kcal/mol) = 98.2



(4)
Here is a single C5H9FN2 molecule from the OMol25 dataset. Energies are from wB97M-V/def2-TZVPD.

Structure (XYZ):
```
17
Properties=species:S:1:pos:R:3:mulliken_charge:R:1
C 0.12498 -0.61587 -2.07261 -0.982
C -0.37313 -1.40237 -0.83622 -0.412
C -0.90832 0.61006 0.70835 -0.649
C 0.07753 1.30711 1.61946 0.534
C 1.29095 0.52266 1.41410 -0.344
H 0.02380 -1.22008 -3.00127 0.341
H -0.39076 0.35045 -2.15324 0.278
H 1.18751 -0.47406 -1.86298 0.300
H -1.47699 -1.65279 -0.97270 0.281
H 0.12953 -2.36378 -0.74004 0.300
H -1.83909 0.27320 1.21334 0.228
H -1.08867 1.10243 -0.24329 0.257
H -0.20808 1.36647 2.67162 0.186
H 2.27185 0.75542 1.87272 0.390
N -0.18024 -0.68963 0.43518 0.240
N 1.15491 -0.52309 0.72379 -0.619
F 0.20421 2.65387 1.22378 -0.329
```

- lowest unoccupied orbital energy (eV) = 1.11
- HOMO (eV) = -8.6168
- SMILES string = CCN1C[C@H](F)C=N1
- relative energy (zero: lowest compared OMol25 entry of this formula, charge and spin) (kcal/mol) = 31.1



(5)
Here is 2 unconnected molecules or ions with the total composition C5H9FN3 from the OMol25 dataset. Energies are from wB97M-V/def2-TZVPD.

Structure (XYZ):
```
18
Properties=species:S:1:pos:R:3:mulliken_charge:R:1
C -1.32043 -1.04083 -0.80936 -0.323
C -2.07617 0.05654 -0.74108 -0.377
C -0.04881 -1.13050 -0.11587 0.592
C -1.61893 1.22774 0.04840 -0.615
C 1.48642 0.05250 1.44875 -1.067
N 0.66645 -2.14590 -0.18652 -0.556
N 0.27415 0.06273 0.68577 1.098
N -0.42970 1.07230 0.76318 -0.813
F 2.03392 0.97462 -1.54432 -0.393
H -1.60388 -1.92122 -1.36330 0.453
H -3.02600 0.12967 -1.24487 0.426
H -1.44976 2.11097 -0.59273 0.376
H -2.37859 1.58787 0.75948 0.404
H 1.50011 -0.79688 2.13464 0.430
H 2.33921 -0.02445 0.77069 0.404
H 1.55575 0.98245 2.00934 0.316
H 1.54714 -2.19926 0.30753 0.253
H 2.54909 1.00165 -2.32972 0.393
```

- lowest unoccupied orbital energy (eV) = -5.67
- HOMO (eV) = -14.3678
- total charge = +1
- relative energy (zero: lowest compared OMol25 entry of this formula, charge and spin) (kcal/mol) = 33.9



(6)
Here is 2 unconnected molecules or ions with the total composition C5H9FNO2 from the OMol25 dataset. Energies are from wB97M-V/def2-TZVPD.

Structure (XYZ):
```
18
Properties=species:S:1:pos:R:3:mulliken_charge:R:1
C 0.62429 -0.15832 0.99641 -0.682
C 0.81871 0.53035 -0.34779 -0.579
C -0.61149 -1.03761 0.86284 -0.737
C -0.33214 1.49782 -0.57562 -0.741
C -1.76053 -0.26002 0.26735 0.495
N -1.62568 0.98471 -0.13430 0.648
O -2.61931 1.81849 -0.32574 -0.855
O -1.92188 -1.68956 -1.45752 -0.952
F -2.96206 -0.57116 0.80496 -0.283
H 1.49638 -0.76449 1.25898 0.335
H 0.48150 0.59116 1.78099 0.307
H 1.76748 1.07384 -0.39305 0.330
H 0.81273 -0.23436 -1.12711 0.326
H -0.40619 -1.87557 0.19547 0.350
H -0.93542 -1.43617 1.82929 0.264
H -0.17651 2.43004 -0.01354 0.329
H -0.42266 1.76432 -1.63642 0.287
H -2.69508 -1.32116 -1.89763 0.159
```

- lowest unoccupied orbital energy (eV) = 3.75
- HOMO (eV) = -2.7167
- total charge = -1
- relative energy (zero: lowest compared OMol25 entry of this formula, charge and spin) (kcal/mol) = 90.8



(7)
Here is a single C5H9FS2 molecule from the OMol25 dataset. Energies are from wB97M-V/def2-TZVPD.

Structure (XYZ):
```
17
Properties=species:S:1:pos:R:3:mulliken_charge:R:1
C 0.25449 1.77178 -0.64515 -0.847
C 0.13495 0.27487 -0.94815 -0.003
C -0.18123 -0.61308 0.25351 0.458
C 0.98908 -1.23291 0.97393 -0.496
C 0.14121 -2.07050 0.08463 -0.696
H -2.08201 2.01671 -0.20967 0.106
H 0.96754 2.23642 -1.29963 0.390
H 0.65366 1.91009 0.38168 0.338
H 1.09172 -0.06988 -1.32624 0.347
H -1.14440 0.68491 2.02022 0.146
H 1.98842 -0.94420 0.61994 0.220
H 0.87559 -1.35764 2.03707 0.281
H -0.52843 -2.79405 0.53224 0.270
H 0.54054 -2.39289 -0.85473 0.221
F -0.80494 0.05861 -1.93899 -0.344
S -1.23017 2.78263 -0.87677 -0.170
S -1.66601 -0.26087 1.19611 -0.222
```

- lowest unoccupied orbital energy (eV) = 0.68
- HOMO (eV) = -9.0104
- SMILES string = F[C@@H](CS)C1(S)CC1
- relative energy (zero: lowest compared OMol25 entry of this formula, charge and spin) (kcal/mol) = 0.6



(8)
Here is a gas-phase ion, C5H9IN (charge +1) from the OMol25 dataset. Energies are from wB97M-V/def2-TZVPD.

Structure (XYZ):
```
16
Properties=species:S:1:pos:R:3:mulliken_charge:R:1
C 2.09848 -0.99092 0.39340 -0.520
C 0.33930 2.10893 -0.56814 -0.434
C 0.64497 -1.30947 0.14564 -0.334
C -0.07910 -0.46015 -0.93239 -0.907
C -1.40855 0.92422 0.64771 -0.804
N -0.59299 0.93359 -0.58753 0.117
I 2.14717 1.22697 0.32326 0.453
H 2.62448 -1.36431 1.25349 0.467
H 0.59636 -2.34092 -0.22064 0.378
H 0.07366 -1.30228 1.08179 0.354
H 0.58391 -0.34744 -1.79416 0.395
H -0.95896 -1.02925 -1.24502 0.457
H -1.96939 1.85230 0.73102 0.320
H -2.10840 0.08866 0.61328 0.381
H -0.76210 0.83835 1.51767 0.358
H -1.22883 1.17173 -1.35938 0.318
```

- lowest unoccupied orbital energy (alpha / beta) (eV) = -5.27 / -4.34
- HOMO (alpha / beta) (eV) = -12.5323 / -13.4789
- total charge = +1
- relative energy (zero: lowest compared OMol25 entry of this formula, charge and spin) (kcal/mol) = 149.4



(9)
Here is a molecular structure, C5H9IN from the OMol25 dataset. Energies are from wB97M-V/def2-TZVPD.

Structure (XYZ):
```
16
Properties=species:S:1:pos:R:3:mulliken_charge:R:1
C -2.65680 0.76464 0.85792 0.232
C -1.59561 0.30839 0.50235 -1.112
C 0.68011 -0.52587 1.03292 -1.417
C -0.31429 -1.06294 -1.18514 -1.511
C -0.21495 -0.06669 -0.10530 0.996
N 0.28873 1.17915 -0.78049 -0.079
I -1.36956 -0.39473 -3.00523 0.269
H -3.49613 1.19910 1.47540 0.422
H 0.37916 -1.59926 1.35234 0.344
H 0.58075 0.12201 1.92461 0.384
H 1.72015 -0.70668 0.72875 0.425
H -1.01428 -1.82703 -0.74287 0.481
H 0.66895 -1.43578 -1.58489 0.534
H 0.15665 1.86566 -0.01882 0.411
H -0.55043 1.14811 -1.54248 0.265
H 1.19450 0.99436 -1.16819 0.357
```

- lowest unoccupied orbital energy (alpha / beta) (eV) = -3.17 / -7.73
- HOMO (alpha / beta) (eV) = -9.8505 / -14.5363
- total charge = +1
- multiplicity = 3
- relative energy (zero: lowest compared OMol25 entry of this formula, charge and spin) (kcal/mol) = 27.6



(10)
Here is a single C5H9IN2O4S molecule from the OMol25 dataset. Energies are from wB97M-V/def2-TZVPD.

Structure (XYZ):
```
22
Properties=species:S:1:pos:R:3:mulliken_charge:R:1
C 0.30936 -1.10798 1.73228 0.373
C -0.91405 1.32538 0.02906 -0.533
C 0.39991 0.59704 0.07259 1.071
C 1.20177 1.30900 1.18117 -1.721
C 1.10847 0.75663 -1.22981 -1.508
N 0.15874 -0.78240 0.49310 0.263
N -1.07543 2.24474 -0.77004 -0.587
O -1.20313 -2.88040 -0.08348 -0.744
O -0.02284 -2.27622 2.17469 -0.470
O -1.27404 -0.92123 -1.62066 -0.414
O 0.77855 -2.32384 -1.47722 -0.544
S -0.36662 -1.88149 -0.70228 1.273
I -2.51946 0.87090 1.60068 -0.196
H 2.14617 0.95937 0.98381 0.491
H 0.93639 0.99837 2.15588 0.515
H 1.04320 2.38398 1.06321 0.434
H 2.13365 0.31514 -1.16560 0.346
H 1.05905 1.88233 -1.36117 0.444
H 0.65736 0.19620 -1.95468 0.428
H -0.45264 -3.01776 1.52690 0.440
H -1.94465 2.60163 -0.87721 0.262
H -2.15976 -1.24941 -1.77122 0.376
```

- lowest unoccupied orbital energy (alpha / beta) (eV) = -0.29 / -3.77
- HOMO (alpha / beta) (eV) = -4.7138 / -8.3612
- multiplicity = 3



(11)
Here is a molecular structure, C5H9LiO3 from the OMol25 dataset. Energies are from wB97M-V/def2-TZVPD.

Structure (XYZ):
```
18
Properties=species:S:1:pos:R:3:mulliken_charge:R:1
H 2.84006 -1.34182 -1.93909 0.133
O -1.19080 0.80423 0.14554 -0.275
Li -0.54774 3.93516 0.42606 -0.907
O 0.39628 2.33114 0.23514 0.217
C 0.07572 1.15190 0.14739 0.452
O 0.90632 0.15467 0.03749 -0.054
C 2.31701 0.36724 -0.01155 -0.143
C -1.56106 -0.59054 0.20705 -0.142
C -3.05800 -0.67431 0.36438 -1.205
H -1.22149 -1.08090 -0.71431 0.307
H -1.03876 -1.05479 1.05319 0.299
H -3.57243 -0.13018 -0.43855 0.312
H -3.35585 -1.73043 0.31299 0.370
H -3.37728 -0.26996 1.33388 0.296
C 3.02275 -0.78348 -0.35275 -1.186
H 2.54651 1.30342 -0.53145 0.049
H 4.10925 -0.66282 -0.38113 0.294
H 2.70952 -1.72853 0.10572 0.185
```

- lowest unoccupied orbital energy (alpha / beta) (eV) = 2.90 / 3.11
- HOMO (alpha / beta) (eV) = -0.8603 / -2.0768
- total charge = -1
- multiplicity = 2
- relative energy (zero: lowest compared OMol25 entry of this formula, charge and spin) (kcal/mol) = 10.5



(12)
Here is a molecular structure, C5H9LiO3 from the OMol25 dataset. Energies are from wB97M-V/def2-TZVPD.

Structure (XYZ):
```
18
Properties=species:S:1:pos:R:3:mulliken_charge:R:1
O -2.13804 -0.04526 0.12411 -0.784
C -0.93069 0.15507 0.10673 0.565
O -0.19956 -0.73622 -0.55424 -0.288
C 0.92534 -1.42271 0.02869 -0.196
C -0.23952 1.47520 0.64316 0.425
H 0.82360 1.24617 0.87386 0.278
C -0.27541 2.56090 -0.44707 -1.099
H 0.65476 2.62454 -1.03214 0.291
H -1.08091 2.34689 -1.16632 0.251
H -0.44869 3.53429 0.03471 0.316
C 0.94755 -2.81559 -0.55314 -1.200
H 0.79845 -1.44865 1.11952 0.364
H 1.84787 -0.87674 -0.20553 0.314
H 0.18539 -3.44789 -0.07874 0.295
H 1.93286 -3.26667 -0.37758 0.363
H 0.76262 -2.78985 -1.63514 0.306
Li -2.61488 1.19773 1.33720 0.855
O -0.95075 1.70880 1.78191 -1.055
```

- lowest unoccupied orbital energy (eV) = 0.05
- HOMO (eV) = -8.1452
- relative energy (zero: lowest compared OMol25 entry of this formula, charge and spin) (kcal/mol) = 0.0



(13)
Here is a molecular structure, C5H9MgO4V from the OMol25 dataset. Energies are from wB97M-V/def2-TZVPD.

Structure (XYZ):
```
20
Properties=species:S:1:pos:R:3:mulliken_charge:R:1
O 0.00137 -1.71760 -0.25186 -0.847
C -1.32152 -1.70040 0.18264 -0.559
C -1.70201 -0.27861 0.55800 -0.383
O -1.34330 0.51195 -0.56871 -0.033
C -2.35695 1.36978 -1.05821 -0.811
Mg 0.58457 0.39336 -1.41238 0.562
H -1.59769 -2.36421 1.01999 0.336
H -1.96007 -2.02422 -0.66095 0.306
H -1.18156 0.14225 1.43169 0.270
H -2.76812 -0.22469 0.82708 0.457
H -1.90702 2.30871 -1.40796 0.244
H -2.87057 0.86188 -1.88343 0.302
H -3.08191 1.58351 -0.25885 0.322
O 3.48468 -1.23322 1.40078 -0.322
C 4.10502 -0.16225 1.09060 -0.742
C 3.26427 0.78998 0.24169 -0.055
O 1.94753 0.38852 0.00635 -0.567
V 1.58687 -1.36870 0.65238 0.860
H 3.84521 0.96308 -0.68708 0.333
H 3.27121 1.76089 0.77822 0.326
```

- lowest unoccupied orbital energy (alpha / beta) (eV) = 0.09 / -0.62
- HOMO (alpha / beta) (eV) = -5.9001 / -6.3213
- multiplicity = 5
- relative energy (zero: lowest compared OMol25 entry of this formula, charge and spin) (kcal/mol) = 3.6



(14)
Here is a gas-phase ion, C5H9N (charge -1) from the OMol25 dataset. Energies are from wB97M-V/def2-TZVPD.

Structure (XYZ):
```
15
Properties=species:S:1:pos:R:3:mulliken_charge:R:1
N -0.82397 0.87293 -1.00232 -0.811
C -0.60211 0.36467 0.30078 0.544
C 0.57331 -0.21953 0.69378 -0.906
C 1.83141 -0.24172 0.00593 -0.053
C 1.90761 -0.44404 -1.29420 -1.196
C -1.83619 -0.06612 1.15952 -1.403
H -1.55082 1.39039 -1.29650 0.294
H -0.00832 0.94271 -1.40657 0.314
H 0.69150 -0.41009 1.75879 0.202
H 2.69288 -0.16217 0.65311 0.287
H 2.68151 -0.56378 -1.98994 0.426
H 0.96863 -0.68590 -1.83318 0.244
H -2.54896 0.64424 1.60838 0.407
H -1.49679 -0.56719 1.99356 0.375
H -2.47967 -0.85440 0.64886 0.278
```

- lowest unoccupied orbital energy (alpha / beta) (eV) = 4.76 / 4.40
- HOMO (alpha / beta) (eV) = 1.1098 / -2.3793
- total charge = -1
- multiplicity = 2
- relative energy (zero: lowest compared OMol25 entry of this formula, charge and spin) (kcal/mol) = 26.1



no.,strongest force on any atom (eV Å⁻¹),total energy (eV)
1,4.9,-28196.6013
2,1.4,-140559.2738
3,6.0,-11024.2530
4,2.7,-11027.1642
5,1.6,-12509.8962
6,1.0,-13631.4766
7,1.0,-29718.0023
8,2.9,-14907.7934
9,4.3,-14908.0211
10,3.9,-35429.2061
11,2.1,-11675.4676
12,1.9,-11678.7056
13,2.5,-44650.1324
14,6.0,-6817.6012